Entry 1:
ORCA calculation (wB97M-V/def2-TZVPD) on a molecular structure, C33H50Cl3GeNO3RbS3SeSi.

ORCA input file:
```
! wB97M-V def2-TZVPD RIJCOSX def2/J DEFGRID3
* xyz -2 2
Rb 3.1855 0.2440 -0.1065
C -1.4766 -1.7263 5.4924
C -1.9734 -2.6506 4.3778
S -1.1696 -2.5453 2.7679
C 0.5649 -2.9078 3.1066
C 1.4228 -1.8221 3.7641
S 1.2227 -0.1877 3.0143
C 1.1592 0.8911 4.4444
C 0.1823 0.5509 5.5698
S -1.4978 0.0469 5.0936
H -0.4604 -1.9969 5.7722
H -2.1007 -1.8987 6.3726
H -3.0213 -2.4313 4.1570
H -1.9403 -3.6787 4.7516
H 0.9822 -3.1365 2.1229
H 0.6436 -3.8332 3.6827
H 2.4645 -2.1229 3.6749
H 1.2137 -1.7370 4.8292
H 0.9072 1.8607 4.0197
H 2.1570 0.9898 4.8824
H 0.0830 1.4431 6.1902
H 0.5845 -0.2275 6.2189
O 0.7724 1.8743 0.6218
C 0.8611 3.2997 0.7552
C 2.3562 3.7200 0.4029
O 2.6200 4.9146 0.6241
O 3.0685 2.8221 -0.0893
C -0.0305 3.9976 -0.2629
C -0.3939 5.3329 -0.0891
C -1.1802 5.9770 -1.0315
C -1.6144 5.2998 -2.1647
C -1.2435 3.9774 -2.3514
C -0.4523 3.3312 -1.4083
C 0.4353 3.6678 2.1790
C -0.8758 3.3720 2.5598
C -1.3243 3.6054 3.8512
C -0.4664 4.1659 4.7890
C 0.8349 4.4751 4.4193
C 1.2870 4.2273 3.1268
H -0.0190 1.5687 1.0818
H -0.0373 5.8639 0.7844
H -1.4532 7.0158 -0.8818
H -2.2322 5.8041 -2.8993
H -1.5633 3.4402 -3.2376
H -0.1533 2.3024 -1.5572
H -1.5678 2.9584 1.8304
H -2.3422 3.3481 4.1219
H -0.8116 4.3566 5.7997
H 1.5159 4.9089 5.1428
H 2.2953 4.4838 2.8352
Cl 4.9477 -0.6779 3.8865
Ge 5.6182 -1.6727 1.9067
Cl 3.9055 -3.2502 1.7960
Cl 7.1897 -3.0451 2.8116
C -3.3971 -1.4856 -2.9599
C -2.2787 -1.1847 -1.9484
C -2.5665 -1.9988 -0.6821
C -2.3629 0.2932 -1.5323
Si -0.5050 -1.5691 -2.6524
C -0.1959 -0.7817 -4.3917
C -0.8019 -1.6320 -5.5227
C -0.7631 0.6398 -4.4994
C 1.3184 -0.6624 -4.6252
C -0.0565 -3.4450 -2.5605
C 0.2952 -3.8066 -1.1064
C 1.1874 -3.7698 -3.4028
C -1.2079 -4.3423 -3.0435
H -4.3720 -1.2769 -2.4980
H -3.3986 -2.5345 -3.2735
H -3.3238 -0.8683 -3.8550
H -3.5421 -1.6972 -0.2773
H -1.8245 -1.8124 0.0956
H -2.6068 -3.0737 -0.8616
H -3.3457 0.4873 -1.0821
H -2.2428 0.9853 -2.3654
H -1.6027 0.5396 -0.7855
H -1.8859 -1.7448 -5.4306
H -0.3602 -2.6295 -5.5637
H -0.5977 -1.1487 -6.4874
H -1.8520 0.6726 -4.4625
H -0.4539 1.0674 -5.4613
H -0.3696 1.2915 -3.7157
H 1.8410 -1.6166 -4.6078
H 1.7980 -0.0278 -3.8768
H 1.5105 -0.2123 -5.6068
H 1.1779 -3.2533 -0.7727
H 0.5445 -4.8738 -1.0524
H -0.5170 -3.6206 -0.4004
H 2.0556 -3.1716 -3.1132
H 1.0172 -3.6370 -4.4729
H 1.4505 -4.8227 -3.2428
H -2.1081 -4.2400 -2.4341
H -0.8939 -5.3930 -2.9900
H -1.4782 -4.1336 -4.0827
Se 4.6151 -1.8966 -2.4598
C 4.5288 -1.2834 -4.1919
N 4.4912 -0.9199 -5.2963
*
```

Values from the calculation:
LUMO energy (alpha / beta)	3.38 / 3.38	eV
Kohn-Sham gap (alpha / beta)	6.01 / 6.04	eV
F_max	0.572	eV/A
energy	-8935.2737	Eh
relative energy (zero: lowest compared OMol25 entry of this formula, charge and spin)	19.7	kcal per mole

These are the Mulliken partial charges, in e, on atoms 1 to 5: 0.9264 -0.5994 -0.9041 0.1837 -0.6276

=====

Entry 2:
ORCA calculation (wB97M-V/def2-TZVPD) on a molecular structure, C33H50N5OS2Si2Sr.

ORCA input file:
```
! wB97M-V def2-TZVPD RIJCOSX def2/J DEFGRID3
* xyz -1 1
Sr 0.2813 0.9563 0.5764
N -2.9175 1.0266 0.5681
C -3.1515 1.4355 1.9539
C -2.1153 0.7716 2.8432
N -0.7718 1.2120 2.4286
C 0.3728 0.3578 2.9747
C 1.7470 1.0259 2.5492
N 2.6111 0.1476 1.7710
C -0.4850 2.6920 2.5951
C -0.2057 3.4245 1.1948
N 1.1991 3.3871 0.7176
H -3.6103 1.4385 -0.0419
H -2.9325 0.0158 0.4691
H -4.1496 1.2068 2.3508
H -3.0444 2.5232 1.9946
H -2.1477 -0.3096 2.6845
H -2.2921 0.9599 3.9097
H 0.3062 -0.6747 2.5649
H 0.3068 0.2981 4.0625
H 2.2121 1.4831 3.4290
H 1.4629 1.8474 1.8883
H 2.6989 -0.7457 2.2404
H 3.5221 0.5788 1.6618
H 0.3087 2.8772 3.3206
H -1.3648 3.1661 3.0276
H -0.6019 4.4380 1.2648
H -0.8436 2.9075 0.4506
H 1.8031 3.7507 1.4475
H 1.3017 3.9661 -0.1063
S 0.0454 -3.7815 4.3651
C -1.5424 -3.2517 4.7884
C -2.2574 -3.4147 5.9749
C -3.5315 -2.8864 6.0533
C -4.0963 -2.2075 4.9652
C -3.3893 -2.0471 3.7898
C -2.0982 -2.5694 3.7016
N -1.2878 -2.4647 2.5800
C -0.1576 -3.0646 2.7569
C 0.9667 -3.1369 1.7925
C 1.8687 -4.2132 1.9504
C 2.9999 -4.2756 1.1675
C 3.1935 -3.2819 0.1969
C 2.2488 -2.2910 0.0267
C 1.0969 -2.1202 0.8292
H -1.8241 -3.9420 6.8152
H -4.1043 -3.0065 6.9642
H -5.1002 -1.8105 5.0459
H -3.8161 -1.5404 2.9331
H 1.6762 -5.0104 2.6626
H 3.7083 -5.0871 1.2841
H 4.0815 -3.3093 -0.4294
H 2.4031 -1.5923 -0.7958
C 0.4897 3.4152 -3.7342
Si -0.3851 2.2401 -2.4584
C -1.8566 3.4448 -1.9939
C -1.3716 1.0730 -3.6219
C -1.8983 1.5949 -4.8166
C -2.6685 0.8312 -5.6778
C -2.9346 -0.4969 -5.3560
C -2.4186 -1.0263 -4.1850
C -1.6326 -0.2723 -3.2975
Si -0.9212 -1.0845 -1.6879
C -2.5066 -2.0338 -1.0860
C 0.0435 -2.5236 -2.5258
H -0.2068 4.1100 -4.2201
H 0.9831 2.8403 -4.5269
H 1.2654 4.0173 -3.2491
H -2.3912 3.8039 -2.8825
H -1.4997 4.3253 -1.4412
H -2.5817 2.9323 -1.3549
H -1.7078 2.6317 -5.0798
H -3.0618 1.2652 -6.5919
H -3.5384 -1.1108 -6.0173
H -2.6309 -2.0660 -3.9495
H -2.7499 -2.9061 -1.7064
H -3.3830 -1.3727 -1.1082
H -2.3680 -2.3908 -0.0599
H -0.6276 -3.1804 -3.0939
H 0.5758 -3.1367 -1.7955
H 0.7886 -2.1236 -3.2242
O 3.8041 2.1675 -0.3763
S 3.7210 2.2496 -1.8881
C 5.3699 1.7176 -2.4524
C 5.1985 0.4685 -3.3123
C 4.0584 -0.3017 -2.6509
C 2.9483 0.7249 -2.4942
H 5.8873 1.4909 -1.5190
H 5.8684 2.5489 -2.9494
H 6.1245 -0.1053 -3.3758
H 4.9112 0.7493 -4.3290
H 4.3679 -0.6620 -1.6661
H 3.7263 -1.1640 -3.2296
H 2.1628 0.4962 -1.7802
H 2.4621 0.9595 -3.4438
*
```

Values from the calculation:
LUMO energy	1.74	eV
Kohn-Sham gap	3.61	eV
F_max	9.618	eV/A
energy	-3042.4437	Eh
relative energy (zero: lowest compared OMol25 entry of this formula, charge and spin)	58.5	kcal per mole

These are the Mulliken partial charges, in e, on atoms 1 to 5: 0.5645 -0.0808 -1.0097 0.0326 -0.2091

=====

Entry 3:
ORCA calculation (wB97M-V/def2-TZVPD) on 5 unconnected molecules or ions with the total composition C33H51BO8.

ORCA input file:
```
! wB97M-V def2-TZVPD RIJCOSX def2/J DEFGRID3
* xyz 0 1
C 0.1660 1.0095 0.5675
C 1.2377 0.9822 1.3068
C 2.6897 1.1571 1.9504
C 3.6873 2.3280 1.6160
C 3.2025 3.4587 0.5842
B 3.0441 2.9558 -0.9570
O 4.2015 2.4053 -1.6221
O 1.7136 3.0766 -1.5603
C 5.1223 2.3791 2.3189
C 6.1616 3.5727 2.0188
C 6.6312 3.6718 0.4688
C 5.5662 4.9886 2.5956
C 4.5089 4.8008 3.7991
C 5.5739 1.2892 3.3667
C 4.5659 0.1399 3.7118
C 3.1414 0.0772 2.9940
C 2.2068 -1.1670 3.4724
O 1.5096 -1.8678 2.6780
C 2.2787 -1.4710 5.0708
C 1.0011 -1.8072 5.9203
C 1.1614 -2.0510 7.4779
C 2.5637 -1.9368 8.1744
C 3.8773 -1.6118 7.3408
C 3.6960 -1.3847 5.8036
C 4.9335 -0.9975 4.8180
O 6.0608 -1.5716 4.8978
H -0.7737 1.0303 -0.0915
H 3.8564 4.4042 0.5701
H 2.1512 3.8005 0.9492
H 3.8928 2.0387 -2.4918
H 1.5508 2.2914 -2.1416
H 7.1254 3.3583 2.6299
H 7.7153 4.0890 0.4849
H 6.7129 2.6093 0.0238
H 5.9177 4.3572 -0.1190
H 5.1486 5.6259 1.7154
H 6.4967 5.5509 3.0143
H 4.9057 4.1465 4.6545
H 3.4978 4.3420 3.4689
H 4.2381 5.8450 4.2389
H 6.6017 1.3159 3.8751
H -0.0178 -1.8537 5.4021
H 0.2139 -2.3122 8.0637
H 2.7192 -2.0841 9.3065
H 4.9209 -1.4993 7.7962
C -0.3851 -5.7973 1.1334
C 0.9510 -5.7746 0.4075
C 2.1134 -5.7867 1.3873
O 1.0287 -4.6055 -0.4049
H -0.4974 -4.9153 1.7724
H -1.2116 -5.7763 0.4172
H -0.4822 -6.6925 1.7538
H 1.0223 -6.6396 -0.2586
H 2.0873 -4.9040 2.0350
H 3.0671 -5.7580 0.8525
H 2.0913 -6.6814 2.0156
H 0.9665 -3.8335 0.1763
C -5.3345 -0.5031 -0.7873
C -3.9448 -0.7818 -0.2369
C -4.0119 -1.5408 1.0789
O -3.2580 0.4528 -0.0370
H -5.9137 0.1144 -0.0928
H -5.2711 0.0534 -1.7270
H -5.8814 -1.4326 -0.9671
H -3.3699 -1.3603 -0.9660
H -4.5448 -0.9594 1.8387
H -3.0063 -1.7237 1.4686
H -4.5193 -2.5013 0.9551
H -3.7592 0.9725 0.6071
C -3.8532 2.5397 -4.0399
C -5.2463 2.1497 -4.5090
C -5.7262 3.0545 -5.6327
O -6.1552 2.2325 -3.4131
H -3.8442 3.5631 -3.6505
H -3.5261 1.8882 -3.2242
H -3.1282 2.4702 -4.8555
H -5.2415 1.1103 -4.8507
H -5.7825 4.0961 -5.2987
H -6.7330 2.7701 -5.9514
H -5.0575 3.0006 -6.4960
H -6.1666 3.1490 -3.1032
C -5.9883 -3.1516 -7.8087
C -5.3605 -1.7677 -7.7559
C -4.4209 -1.6308 -6.5683
O -6.3890 -0.7843 -7.6618
H -6.5814 -3.3463 -6.9091
H -6.6700 -3.2317 -8.6602
H -5.2242 -3.9287 -7.8978
H -4.8116 -1.5775 -8.6828
H -4.9594 -1.7724 -5.6252
H -3.9862 -0.6274 -6.5364
H -3.6098 -2.3622 -6.6201
H -6.8809 -0.9444 -6.8441
*
```

Values from the calculation:
LUMO energy	-1.04	eV
Kohn-Sham gap	7.59	eV
F_max	5.788	eV/A
energy	-1914.4010	Eh
SMILES string	C#Cc1c(CB(O)O)c([C@@H](C)CC)cc2c1C(=O)c1ccccc1C2=O.CC(C)O.CC(C)O.CC(C)O.CC(C)O

These are the Mulliken partial charges, in e, on atoms 1 to 5: -0.0169 -0.6519 0.4441 0.5816 -0.9267

=====

Entry 4:
ORCA calculation (wB97M-V/def2-TZVPD) on a molecular structure, C33H51BrN5O4PS2Sr.

ORCA input file:
```
! wB97M-V def2-TZVPD RIJCOSX def2/J DEFGRID3
* xyz 0 1
Sr -0.7075 0.9605 -0.6478
O -1.8300 1.8108 1.1623
N -2.8017 1.2370 1.8234
C -2.8672 1.4153 3.1603
C -3.8325 0.8250 3.9314
C -4.7977 0.0372 3.3040
C -4.7432 -0.1196 1.9392
C -3.7264 0.4670 1.1613
S -3.6081 0.2561 -0.5298
H -2.0984 2.0602 3.5574
H -3.8419 0.9995 4.9969
H -5.5839 -0.4316 3.8814
H -5.4922 -0.6889 1.4072
O 2.1637 -1.0012 -6.9771
C 1.9566 -1.0235 -5.6419
C 2.4659 -0.0649 -4.7793
C 2.1922 -0.1860 -3.4326
N 1.4954 -1.1908 -2.8955
C 1.0332 -2.0829 -3.7483
Br 0.0970 -3.5597 -3.0107
C 1.2111 -2.0702 -5.1159
H 2.6546 -0.2081 -7.2177
H 3.0266 0.7824 -5.1538
H 2.5526 0.5656 -2.7423
H 0.8052 -2.8326 -5.7630
C 2.6613 -0.0752 4.5425
C 1.6504 -0.4783 3.4700
C 0.2540 0.0384 3.8492
C 1.5302 -2.0100 3.4543
P 1.9561 0.0219 1.6215
N 0.6831 -0.2373 0.8070
C 3.4494 -1.0302 1.0187
C 4.6133 -1.2824 1.9776
C 3.9900 -0.3359 -0.2389
C 2.8856 -2.3691 0.5140
C 2.5750 1.8480 1.6699
C 2.5529 2.4460 0.2507
C 3.9542 2.1021 2.2812
C 1.5221 2.6251 2.4793
H 2.3981 -0.5730 5.4825
H 2.6483 0.9972 4.7350
H 3.6778 -0.3698 4.2867
H -0.1371 -0.5322 4.6991
H -0.4183 -0.0846 2.9961
H 0.2583 1.0868 4.1381
H 1.0145 -2.3497 4.3594
H 2.4998 -2.5036 3.4261
H 0.9481 -2.3113 2.5833
H 5.0631 -0.3573 2.3360
H 5.3889 -1.8390 1.4414
H 4.3249 -1.8799 2.8413
H 4.6457 0.5024 -0.0074
H 3.1566 0.0064 -0.8488
H 4.5681 -1.0476 -0.8353
H 2.5116 -3.0065 1.3126
H 3.6819 -2.9171 0.0004
H 2.0792 -2.1795 -0.1966
H 3.4487 2.2180 -0.3201
H 2.4733 3.5342 0.3160
H 1.6917 2.0825 -0.3090
H 4.7536 1.6605 1.6889
H 4.0276 1.7220 3.2972
H 4.1274 3.1826 2.3133
H 0.5108 2.3371 2.1818
H 1.6411 3.6971 2.2984
H 1.6423 2.4630 3.5490
O -4.1921 6.7399 -5.4001
C -4.3934 5.4281 -5.6899
O -5.3024 5.1267 -6.4154
C -3.4479 4.4547 -5.0892
C -2.6398 4.7403 -3.9896
C -1.7871 3.7866 -3.4660
C -1.6985 2.5053 -4.0273
S -0.5847 1.2968 -3.4491
C -2.5242 2.2242 -5.1297
C -3.3845 3.1732 -5.6384
H -3.3980 6.8455 -4.8647
H -2.6838 5.7070 -3.4969
H -1.1733 4.0266 -2.6063
H -2.4779 1.2358 -5.5674
H -4.0287 2.9450 -6.4777
N -2.4076 -4.5548 1.6383
C -3.6115 -4.0459 0.8993
C -3.1181 -3.5639 -0.4680
N -2.0683 -2.5929 -0.3589
C -0.9587 -2.9598 0.4939
C -1.4204 -3.4377 1.8680
H -1.9393 -5.2309 1.0294
H -2.6658 -5.0177 2.5068
H -4.0227 -3.2146 1.4712
H -4.3497 -4.8439 0.8221
H -3.9552 -3.1273 -1.0122
H -2.7577 -4.4304 -1.0429
H -2.4331 -1.6584 -0.1833
H -0.2930 -2.0914 0.6160
H -0.3823 -3.7643 0.0137
H -1.9301 -2.6419 2.4117
H -0.5975 -3.8185 2.4711
*
```

Values from the calculation:
LUMO energy	-0.87	eV
Kohn-Sham gap	5.74	eV
F_max	1.057	eV/A
energy	-5605.2606	Eh
relative energy (zero: lowest compared OMol25 entry of this formula, charge and spin)	31.6	kcal per mole

These are the Mulliken partial charges, in e, on atoms 1 to 5: 1.5023 -0.9096 0.5656 -0.0913 -0.8409

=====

Entry 5:
ORCA calculation (wB97M-V/def2-TZVPD) on a molecular structure, C33H51BrNOsP3.

ORCA input file:
```
! wB97M-V def2-TZVPD RIJCOSX def2/J DEFGRID3
* xyz 4 5
N 5.4526 4.4710 4.5486
C 4.1996 4.5003 5.0199
C 3.1161 3.9942 4.2930
C 3.3700 3.3635 3.0435
C 4.7098 3.3812 2.5455
C 5.7026 3.9369 3.3518
C 2.3210 2.6121 2.4377
Os 1.0995 0.8563 0.4951
P 0.4025 -3.7468 -1.4279
C 2.6142 1.4951 1.5795
C 2.2025 0.1455 2.1507
C 2.7346 -1.0245 1.5334
C 2.5085 -2.2850 2.0861
C 1.7136 -2.4623 3.2499
C 1.2287 -1.2984 3.8947
C 1.5464 -0.0291 3.4212
Br 1.2429 -4.1470 3.7668
H 1.3089 2.7402 2.8185
H 3.5564 1.5731 1.0056
H 2.1029 4.0572 4.6983
H 4.9663 2.9913 1.5665
H 4.0393 4.9411 6.0120
H 6.7460 3.9491 3.0137
H 3.5092 -0.8894 0.7724
H 1.2975 0.8620 3.9950
H 2.9144 -3.1540 1.5832
H 0.6156 -1.3946 4.7913
P 1.6781 1.0765 -1.5945
C 0.3271 -4.2837 0.3010
C 0.6189 -5.7911 0.3897
H -0.6576 -4.0542 0.7362
H 1.0870 -3.7103 0.8449
H 0.5241 -6.1350 1.4278
H -0.0854 -6.3630 -0.2305
H 1.6379 -6.0143 0.0422
C 2.1448 -3.3381 -1.7453
C 2.7816 -4.3947 -2.6683
H 2.6721 -3.2614 -0.7801
H 2.1743 -2.3581 -2.2382
H 3.8585 -4.2133 -2.7817
H 2.6464 -5.4115 -2.2727
H 2.3250 -4.3589 -3.6674
C -0.7288 -2.3632 -1.6786
C -1.9907 -2.9033 -2.3587
H -0.2389 -1.6121 -2.3130
H -0.9273 -1.9011 -0.7034
H -2.6181 -2.0913 -2.7334
H -1.7202 -3.5470 -3.2013
H -2.5989 -3.5027 -1.6765
C 0.2223 0.8435 -2.6903
C -0.1740 2.0770 -3.5007
H -0.6197 0.5624 -2.0281
H 0.4191 -0.0165 -3.3534
H -0.3616 2.9430 -2.8471
H 0.6053 2.3392 -4.2317
H -1.1061 1.8625 -4.0458
C 2.9559 -0.0959 -2.1798
C 4.3273 0.4956 -2.5019
H 2.5589 -0.6294 -3.0615
H 3.0668 -0.8355 -1.3706
H 4.2686 1.1799 -3.3562
H 4.7462 1.0326 -1.6373
H 5.0183 -0.3229 -2.7556
C 2.3226 2.7927 -1.7256
C 1.7726 3.7256 -0.6412
H 2.0548 3.1203 -2.7373
H 3.4200 2.7159 -1.6487
H 2.5804 4.1415 -0.0165
H 1.2168 4.5686 -1.0832
H 1.0764 3.1822 0.0442
C -1.1605 2.9978 1.6446
P -0.9602 1.2675 1.0710
C -1.6160 0.2929 2.4424
C -2.2868 1.0618 -0.1988
C -2.7605 2.1526 -0.9628
C -3.7725 1.9459 -1.9077
C -4.2923 0.6753 -2.1274
C -3.8518 -0.4034 -1.3449
C -2.8580 -0.1995 -0.3806
H -0.2012 3.5248 1.7494
H -1.6517 2.9306 2.6265
H -1.7866 3.5442 0.9296
H -2.6910 0.1683 2.2915
H -1.1463 -0.6934 2.5053
H -1.4335 0.8140 3.3859
H -2.3582 3.1546 -0.8136
H -4.1497 2.8157 -2.4664
H -5.0485 0.5136 -2.8994
H -4.2797 -1.3887 -1.4792
H -2.5437 -1.0412 0.2435
*
```

Values from the calculation:
LUMO energy (alpha / beta)	-12.68 / -14.24	eV
Kohn-Sham gap (alpha / beta)	5.99 / 4.54	eV
F_max	4.277	eV/A
energy	-5029.8352	Eh

These are the Mulliken partial charges, in e, on atoms 1 to 5: 0.0951 -0.5546 -0.4075 0.4037 -0.2175